(1)
{
  "formula": "C15H58BNO25",
  "method": "ωB97M-V/def2-TZVPD",
  "homo_lumo_gap_ev": 9.74,
  "homo_ev": -10.48,
  "species": ["C", "C", "C", "C", "N", "C", "C", "C", "C", "C", "C", "C", "H", "H", "H", "H", "H", "H", "H", "H", "H", "H", "H", "H", "H", "H", "H", "H", "H", "H", "H", "H", "H", "H", "H", "H", "O", "C", "O", "B", "O", "C", "O", "O", "C", "O", "C", "O", "O", "O", "H", "H", "O", "H", "H", "O", "H", "H", "O", "H", "H", "O", "H", "H", "O", "H", "H", "O", "H", "H", "O", "H", "H", "O", "H", "H", "O", "H", "H", "O", "H", "H", "O", "H", "H", "O", "H", "H", "O", "H", "H", "O", "H", "H", "O", "H", "H", "O", "H", "H"],
  "xyz": [[-1.254, -3.669, -1.413], [-1.948, -2.324, -1.662], [-0.910, -1.165, -2.013], [-0.120, -0.784, -0.713], [0.708, 0.539, -0.668], [1.721, 0.610, -1.890], [2.961, -0.163, -1.498], [2.959, -0.178, 0.008], [1.655, 0.536, 0.332], [-0.180, 1.723, -0.935], [-1.162, 2.045, 0.224], [-1.980, 3.191, 0.344], [-0.397, -3.495, -0.471], [-0.572, -4.056, -2.042], [-1.910, -4.464, -1.230], [-2.569, -2.083, -0.874], [-2.719, -2.299, -2.603], [-1.670, -0.331, -2.097], [-0.358, -1.312, -2.879], [0.640, -1.574, -0.452], [-0.866, -0.973, 0.006], [1.996, 1.603, -1.989], [1.213, 0.384, -2.683], [3.859, 0.414, -1.909], [3.107, -1.091, -1.854], [3.901, 0.246, 0.504], [3.005, -1.149, 0.171], [1.911, 1.411, 0.891], [1.336, -0.275, 1.186], [-0.616, 1.559, -1.955], [0.327, 2.724, -1.121], [-0.314, 2.236, 0.927], [-1.754, 1.234, 0.532], [-2.254, 3.227, 1.384], [-2.892, 3.078, -0.376], [-1.632, 4.141, 0.234], [-1.468, 2.472, 4.236], [-0.319, 1.970, 4.185], [0.718, 2.595, 4.217], [1.817, 1.646, 4.263], [1.207, 0.425, 3.975], [-0.031, 0.572, 3.980], [-0.788, -0.135, 3.247], [2.569, 1.652, 5.486], [3.738, 2.050, 5.136], [4.544, 1.864, 6.004], [3.864, 2.166, 3.806], [2.846, 1.921, 3.204], [4.942, 2.501, 3.243], [-3.735, -1.824, 2.115], [-2.888, -1.928, 2.070], [-3.796, -0.925, 1.890], [-1.054, 3.764, -3.815], [-0.400, 4.204, -3.095], [-0.515, 3.020, -4.135], [-3.607, 3.038, -2.775], [-2.882, 2.938, -3.239], [-3.596, 4.026, -2.380], [-4.741, -4.978, -2.279], [-5.363, -5.584, -1.926], [-4.320, -4.495, -1.604], [4.212, 3.227, 0.736], [4.578, 2.693, 1.498], [3.524, 3.863, 1.011], [-5.369, -3.372, 0.121], [-5.661, -2.617, -0.401], [-4.736, -3.006, 0.671], [-4.325, 0.614, 1.172], [-4.253, 1.162, 2.065], [-5.306, 0.971, 0.919], [3.768, -4.133, -0.906], [4.364, -3.531, -0.431], [3.145, -4.386, -0.467], [3.701, -3.146, -3.735], [3.076, -3.652, -4.279], [3.872, -3.634, -3.022], [1.446, -4.000, 1.226], [2.120, -3.882, 1.952], [0.548, -3.718, 1.477], [6.143, 1.852, -0.693], [5.545, 2.435, -0.364], [6.773, 1.636, 0.132], [5.280, -1.202, 3.133], [5.060, -1.459, 2.163], [4.642, -1.502, 3.764], [-4.149, 5.284, -1.157], [-3.777, 5.594, -0.259], [-4.140, 6.049, -1.644], [-3.973, 0.442, -1.801], [-3.836, 1.386, -2.034], [-3.578, 0.494, -0.872], [0.839, 4.886, -2.185], [0.997, 5.506, -1.452], [0.919, 4.960, -3.024], [-2.494, -6.938, -2.862], [-3.057, -6.176, -2.745], [-2.840, -7.476, -2.293], [-1.063, -2.667, 2.095], [-1.056, -1.730, 2.435], [-0.919, -3.344, 2.814]],
  "atomic_forces_ev_per_a": [[1.3, 2.9, 4.5], [1.3, -0.6, -4.9], [-3.0, 1.7, 3.4], [2.1, -2.1, -1.9], [-1.3, 0.3, -4.5], [1.8, -0.9, 4.1], [1.8, 4.3, -0.7], [1.7, 4.4, -1.5], [1.4, -3.9, 8.2], [-1.7, 2.2, -1.2], [5.3, -1.8, 0.1], [-4.9, 0.2, -1.5], [-3.0, -0.7, -2.0], [2.0, -0.7, -3.3], [-1.0, -1.0, 0.9], [-1.0, 0.8, 2.0], [1.9, -0.5, 2.1], [1.1, -0.5, -0.7], [1.0, -0.4, -1.5], [-0.5, 0.8, -0.5], [-0.6, 1.2, 1.7], [0.3, 2.2, 0.3], [-2.8, -1.9, -4.7], [-1.1, -0.6, 0.5], [-0.2, -3.3, -1.6], [-1.6, 0.0, -0.8], [-0.5, -4.5, 1.8], [-0.5, 1.1, -0.3], [-0.3, 2.5, -1.4], [0.0, -0.3, 1.0], [0.4, -1.6, 0.5], [-0.9, -0.7, 0.7], [-0.3, -1.5, 0.4], [-0.9, -0.3, 0.5], [1.2, 0.4, 1.6], [1.8, 2.6, -1.1], [2.6, -1.5, -0.3], [-10.0, 1.5, 1.2], [5.4, 3.8, 0.3], [1.0, 0.9, 0.3], [2.7, -3.2, 0.6], [-4.6, -3.5, -5.7], [1.1, 1.1, 2.8], [-4.6, 0.2, -1.1], [2.0, -2.9, 9.5], [2.8, 1.6, -0.3], [9.6, 3.9, -6.0], [-6.2, -1.3, -2.8], [-2.0, -0.9, 1.2], [-7.3, -0.6, 0.7], [8.1, -2.1, -0.2], [-1.1, 2.1, -0.6], [2.6, 0.9, 2.0], [-2.9, -1.6, -1.9], [-0.4, 0.3, -0.1], [-6.0, 3.7, 5.0], [6.0, -0.4, -3.8], [0.0, -3.4, -1.1], [0.6, -0.3, -2.6], [-0.8, -0.5, 0.9], [0.2, 0.9, 1.8], [-0.3, -0.2, -0.3], [-0.8, 1.2, 0.0], [0.9, -0.8, 0.3], [-1.9, -1.0, -2.1], [-0.2, -0.1, -0.1], [2.2, 1.2, 2.3], [-3.6, 3.8, 2.1], [0.3, -1.7, -2.5], [3.4, -1.6, 0.4], [12.0, 5.0, -8.3], [-0.7, -0.6, -0.1], [-11.3, -4.3, 8.4], [-1.5, 3.0, -5.0], [0.4, 0.2, 0.3], [1.0, -3.2, 4.8], [1.3, -0.1, 0.5], [-1.7, 0.0, -0.9], [0.6, 0.3, 0.3], [5.2, -3.9, 1.2], [-3.0, 3.0, 1.6], [-2.2, 0.8, -2.9], [0.7, 0.1, -3.0], [0.1, 0.5, 3.0], [-0.8, -0.5, 0.0], [1.0, -1.8, 4.0], [-0.9, -1.0, -2.0], [-0.2, 3.0, -2.1], [1.3, 0.7, 2.1], [-0.5, -0.2, -0.5], [-1.0, -0.5, -1.5], [-1.4, -2.4, 10.0], [0.1, 0.2, -1.7], [2.1, 2.7, -8.4], [3.2, 4.7, -4.9], [-0.4, 0.8, -0.4], [-2.9, -5.5, 5.2], [0.3, -0.6, 0.5], [0.7, -1.2, 0.5], [-0.5, 1.7, -0.7]]
}

---

(2)
{
  "formula": "C15H5Cl4N2O2",
  "method": "ωB97M-V/def2-TZVPD",
  "homo_lumo_gap_ev": 3.46,
  "total_charge": -1,
  "homo_ev": -3.44,
  "species": ["Cl", "C", "C", "Cl", "C", "O", "C", "O", "C", "Cl", "C", "Cl", "C", "C", "N", "C", "C", "C", "C", "C", "C", "C", "N", "H", "H", "H", "H", "H"],
  "xyz": [[-1.370, 2.825, 3.157], [-0.495, 1.363, 3.023], [-1.184, 0.168, 2.889], [-2.880, 0.100, 2.881], [-0.512, -1.113, 2.694], [-1.089, -2.178, 2.502], [1.021, -1.102, 2.865], [1.626, -2.171, 2.882], [1.665, 0.200, 3.009], [3.359, 0.165, 3.138], [0.946, 1.383, 3.061], [1.773, 2.870, 3.224], [-2.207, -3.356, 0.136], [-3.286, -3.032, 0.967], [-4.224, -2.776, 1.627], [-1.528, -4.628, 0.266], [-0.519, -5.007, -0.662], [0.079, -6.263, -0.572], [-0.274, -7.142, 0.469], [-1.280, -6.785, 1.384], [-1.891, -5.535, 1.301], [-1.971, -2.504, -0.957], [-1.812, -1.774, -1.865], [-0.242, -4.319, -1.467], [0.819, -6.560, -1.322], [0.218, -8.113, 0.555], [-1.601, -7.484, 2.163], [-2.676, -5.252, 2.007]],
  "atomic_forces_ev_per_a": [[0.1, 0.2, 0.1], [-1.3, -1.7, -0.2], [0.2, 1.7, -0.1], [-0.1, 0.0, 0.0], [0.2, -1.7, 0.1], [0.7, 1.6, 0.3], [0.0, -1.9, -0.3], [-0.7, 1.7, 0.0], [-0.6, 1.6, 0.1], [0.4, 0.1, 0.0], [1.3, -1.8, 0.0], [-0.1, 0.1, 0.0], [0.3, -0.1, -0.1], [-1.8, 0.5, 0.9], [1.4, -0.4, -0.9], [0.2, -0.2, 0.0], [-0.3, -0.3, 0.3], [-0.3, 0.1, 0.5], [-0.1, 0.0, -0.1], [0.2, 0.3, -0.3], [0.3, -0.1, -0.5], [0.1, 1.2, -1.3], [-0.1, -1.1, 1.4], [-0.1, -0.2, 0.3], [-0.2, 0.1, 0.3], [-0.2, 0.2, -0.1], [0.2, 0.2, -0.3], [0.3, -0.1, -0.3]]
}

---

Energy relative to the best compared isomer or geometry (same formula, charge and spin) for every record listed, in sequence, given in kcal per mole: 0.0, 13.3.
Molar mass for every record listed, in sequence, given in g mol⁻¹: 663.4, 387.0.
Max |F| for every record listed, in sequence, given in eV Å⁻¹: 15.4, 2.2.